Entry 1:
2 unconnected molecules or ions with the total composition C22H26N4S in a non-equilibrium geometry, computed with ωB97M-V/def2-TZVPD.

```
! RIJCOSX wB97M-V def2-TZVPD def2/J DEFGRID3
* xyz 0 1
C 3.454 -0.857 -2.635
C 1.960 -0.598 -2.449
C 1.464 0.257 -3.595
N 1.689 0.174 -1.234
N 1.948 1.470 -1.318
N 1.807 1.934 -0.066
C 1.764 3.411 0.071
C 0.560 3.949 -0.681
C 3.031 3.970 -0.538
C 1.493 0.943 0.802
C 1.459 1.241 2.228
C 2.660 1.478 2.954
C 2.602 1.846 4.293
C 1.363 1.984 4.926
C 0.177 1.796 4.216
C 0.219 1.402 2.881
C 1.278 -0.220 0.023
C 0.670 -1.449 0.323
H 3.600 -1.469 -3.534
H 4.005 0.087 -2.784
H 3.884 -1.407 -1.792
H 1.405 -1.538 -2.350
H 1.677 -0.221 -4.556
H 0.383 0.395 -3.524
H 1.957 1.236 -3.562
H 1.699 3.636 1.147
H 0.565 5.043 -0.686
H 0.613 3.594 -1.720
H -0.375 3.609 -0.227
H 2.995 5.064 -0.567
H 3.913 3.671 0.037
H 3.116 3.585 -1.562
H 3.617 1.354 2.431
H 3.532 2.003 4.849
H 1.327 2.297 5.966
H -0.796 1.930 4.696
H -0.683 1.223 2.290
H 0.273 -1.612 1.342
H 0.924 -2.299 -0.310
C -6.701 -4.475 -0.446
C -6.185 -4.289 0.851
C -4.890 -3.803 1.012
C -4.108 -3.500 -0.113
N -2.808 -3.010 0.095
C -1.880 -2.738 -0.662
S -0.889 -2.471 -1.832
C -4.624 -3.688 -1.407
C -5.925 -4.175 -1.575
H -7.712 -4.851 -0.585
H -6.787 -4.520 1.733
H -4.430 -3.638 1.991
H -3.978 -3.442 -2.256
H -6.311 -4.312 -2.590
*
```

Its frontier orbital gap is 6.34 eV. Its LUMO energy is 0.674 eV. The total energy comes out at -40028.13018 eV. For the HOMO energy, the calculation gives -5.67 eV.


Entry 2:
2 unconnected molecules or ions with the total composition C5H8O, computed with ωB97M-V/def2-TZVPD.

```
! RIJCOSX wB97M-V def2-TZVPD def2/J DEFGRID3
* xyz 0 1
C -0.280 1.876 -0.413
C -0.831 0.706 -0.579
C -0.944 -0.597 -0.627
C -1.334 -1.468 0.534
H 0.774 1.835 -0.119
H -0.698 2.868 -0.525
H -0.698 -1.097 -1.562
H -2.339 -1.870 0.378
H -0.638 -2.310 0.621
H -1.315 -0.910 1.474
C 2.064 0.266 0.216
O 1.494 -0.783 0.050
H 2.594 0.778 -0.609
H 2.086 0.772 1.200
*
```

Its frontier orbital gap is 10.18 eV. Its LUMO energy is 0.927 eV. The total energy comes out at -7359.06582 eV. Its energy relative to the best compared isomer or geometry (same formula, charge and spin) is 73.6 kcal/mol. For the HOMO energy, the calculation gives -9.25 eV. The SMILES is C=C=CC.C=O.


Entry 3:
4 unconnected molecules or ions with the total composition C3H12O4 in a non-equilibrium geometry, computed with ωB97M-V/def2-TZVPD.

```
! RIJCOSX wB97M-V def2-TZVPD def2/J DEFGRID3
* xyz 0 1
C -1.939 0.594 1.050
C -1.557 -0.319 0.166
C -0.623 -1.405 0.654
O 0.253 -1.597 -0.459
H -2.625 1.374 0.722
H -1.418 0.761 2.017
H -1.914 -0.483 -0.821
H 0.000 -1.013 1.461
H -1.249 -2.202 1.035
H 1.122 -1.916 -0.193
O 1.089 -1.011 -2.729
H 0.941 -0.102 -2.993
H 0.508 -1.338 -1.991
O 1.042 1.280 -0.743
H 1.485 0.519 -1.231
H 1.765 1.916 -0.693
O 1.295 1.324 1.748
H 1.235 2.265 1.969
H 0.592 1.351 1.029
*
```

Its frontier orbital gap is 10.66 eV. Its LUMO energy is 0.626 eV. The total energy comes out at -11493.91369 eV. Its energy relative to the best compared isomer or geometry (same formula, charge and spin) is 42.6 kcal/mol. For the HOMO energy, the calculation gives -10.03 eV. The SMILES is C=CCO.O.O.O.


Entry 4:
A molecular structure, C23H66AgF3O19S in a non-equilibrium geometry, computed with ωB97M-V/def2-TZVPD.

```
! RIJCOSX wB97M-V def2-TZVPD def2/J DEFGRID3
* xyz 1 2
Ag -4.124 0.784 -0.613
C 0.178 -0.294 0.518
F 1.135 -1.184 0.464
F -0.656 -0.619 1.454
F 0.641 0.952 0.799
S -0.670 -0.281 -1.243
O -0.410 -1.595 -1.867
O -2.101 -0.002 -1.011
O -0.043 0.851 -1.905
C 3.841 0.713 -1.478
C 2.978 1.893 -1.939
O 2.225 1.402 -3.017
O 4.811 0.246 -2.496
H 3.171 -0.100 -1.200
H 4.365 1.051 -0.583
H 3.643 2.713 -2.212
H 2.377 2.287 -1.119
H 1.342 1.169 -2.721
H 4.475 0.487 -3.363
C -4.069 0.670 -3.813
C -3.623 2.060 -3.344
O -4.466 2.468 -2.293
O -4.128 -0.312 -2.797
H -3.345 0.270 -4.523
H -5.055 0.765 -4.268
H -3.670 2.791 -4.151
H -2.612 1.934 -2.957
H -5.235 2.844 -2.728
H -3.867 -1.162 -3.160
C 0.460 -4.375 0.585
C 0.939 -4.471 -0.855
O -0.124 -4.248 -1.770
O -0.488 -5.269 0.956
H 0.150 -3.356 0.818
H 1.252 -4.623 1.291
H 1.270 -5.506 -0.936
H 1.841 -3.888 -1.043
H -0.316 -3.313 -1.874
H -0.787 -5.723 0.165
C -3.592 -2.143 0.405
C -3.720 -1.408 1.791
O -3.647 0.004 1.562
O -4.542 -1.636 -0.445
H -3.739 -3.206 0.595
H -2.606 -2.049 -0.050
H -2.914 -1.656 2.482
H -4.581 -1.630 2.422
H -3.432 0.320 2.442
H -4.707 -2.353 -1.063
C -3.104 3.383 1.007
C -4.640 3.389 0.807
O -5.248 2.125 0.933
O -2.551 2.619 -0.136
H -2.837 2.850 1.920
H -2.692 4.391 1.055
H -4.907 3.946 -0.091
H -5.131 4.068 1.504
H -6.153 2.254 1.228
H -1.776 3.133 -0.375
C -0.772 -1.418 5.820
C 0.418 -1.529 4.931
O 1.010 -2.760 5.292
H -0.461 -1.344 6.862
H -1.496 -2.229 5.741
H -1.262 -0.468 5.609
H 1.123 -0.702 5.023
H 0.159 -1.676 3.883
H 1.942 -2.754 5.061
C 3.577 3.730 2.807
C 3.277 3.350 1.341
O 2.462 4.293 0.690
H 4.430 4.409 2.824
H 3.752 2.884 3.472
H 2.670 4.244 3.124
H 2.763 2.389 1.324
H 4.208 3.280 0.779
H 2.963 4.822 0.065
C 3.194 -0.320 3.018
C 4.396 -0.823 2.260
O 5.197 0.268 1.964
H 2.657 0.364 2.361
H 3.522 0.309 3.846
H 2.510 -1.141 3.231
H 4.042 -1.314 1.354
H 4.966 -1.578 2.802
H 5.963 -0.148 1.559
C 2.904 -4.112 -3.825
C 2.952 -2.627 -3.341
O 4.086 -2.508 -2.417
H 3.802 -4.348 -4.395
H 2.060 -4.275 -4.495
H 2.778 -4.873 -3.055
H 1.966 -2.360 -2.961
H 3.120 -1.981 -4.203
H 4.361 -1.592 -2.497
C -0.961 -0.171 -6.275
C -0.452 -0.517 -4.885
O -0.586 -1.862 -4.546
H -1.938 -0.632 -6.419
H -0.278 -0.428 -7.085
H -1.005 0.917 -6.296
H -1.004 0.090 -4.167
H 0.606 -0.268 -4.811
H -0.576 -1.887 -3.586
C 0.032 1.895 3.387
C -0.538 3.281 3.761
O -1.363 3.085 4.916
H 0.303 1.376 4.306
H 0.884 2.193 2.776
H -0.696 1.291 2.846
H -1.121 3.830 3.022
H 0.213 3.970 4.149
H -1.545 3.951 5.288
*
```

Its frontier orbital gap (spin up / spin down) is 7.63 / 2.62 eV. Its LUMO energy (spin up / spin down) is -3.427 / -8.430 eV. Its expectation value of S² is 0.752. The total energy comes out at -86796.21426 eV. For the HOMO energy (spin up / spin down), the calculation gives -11.05 / -11.05 eV.


Entry 5:
A single C2H4N6 molecule in a non-equilibrium geometry, computed with ωB97M-V/def2-TZVPD.

```
! RIJCOSX wB97M-V def2-TZVPD def2/J DEFGRID3
* xyz 0 1
H 2.207 0.694 -0.196
N 2.424 -0.369 -0.005
C 1.292 -1.020 0.049
N -0.047 -0.709 -0.065
N -1.184 -1.558 0.131
N -2.279 -0.799 0.156
N -1.870 0.552 -0.097
C -0.478 0.734 -0.073
N 0.135 1.925 0.167
H 1.044 1.654 0.576
H 1.265 -2.295 -0.132
H -2.509 1.192 -0.511
*
```

Its frontier orbital gap is 9.18 eV. Its LUMO energy is -0.323 eV. The total energy comes out at -11075.08266 eV. Its energy relative to the best compared isomer or geometry (same formula, charge and spin) is 72.2 kcal/mol. For the HOMO energy, the calculation gives -9.50 eV. The SMILES is [H]/N=C\n1nn[nH]/c1=N/[H].


Entry 6:
A molecular structure, H33O17 in a non-equilibrium geometry, computed with ωB97M-V/def2-TZVPD.

```
! RIJCOSX wB97M-V def2-TZVPD def2/J DEFGRID3
* xyz -1 1
O -5.141 -0.191 -0.154
H -4.556 -0.796 0.264
H -5.079 0.691 0.208
O -1.103 1.574 0.058
H -1.206 2.141 -3.402
H -1.237 0.666 0.337
O 1.648 -5.447 0.337
H 1.451 -4.599 0.663
H 1.819 -5.281 -0.707
O -2.020 0.537 3.806
H -2.372 0.673 4.696
H -2.235 -0.297 3.284
O -3.588 -1.576 1.289
H 4.692 0.203 -3.141
O -0.972 -1.514 1.198
H -1.933 -1.239 -1.526
H -0.237 -0.684 0.590
O 1.785 5.063 0.609
H 4.477 1.348 2.137
H 1.656 4.131 0.864
O 2.661 0.146 -2.295
H 2.273 -0.388 -3.011
H -3.985 -2.199 1.864
O 4.238 1.869 2.867
H 0.930 5.304 1.139
H -0.211 1.602 0.167
O -2.061 2.091 -3.338
H -2.113 1.596 -2.592
H 3.545 2.545 2.629
O 0.260 4.242 4.819
H -0.058 4.682 3.963
H 5.317 1.563 -3.695
O 5.249 0.649 -3.825
H 0.725 -5.527 -2.762
H 1.342 -0.917 0.369
O 1.597 2.152 1.578
H 0.708 2.027 1.380
H -2.600 -1.820 1.384
O -2.816 -2.352 -3.464
H -3.740 -2.025 -3.165
H -2.886 -3.280 -3.314
O -0.989 -1.394 -1.355
H 2.058 1.374 1.293
H 1.836 0.368 -1.632
O 0.800 -0.161 0.213
H 0.724 3.396 4.426
H -0.627 -0.530 -1.678
O 1.197 -4.784 -2.286
H 1.165 -4.129 -3.077
H -0.388 -1.501 1.986
*
```

Its frontier orbital gap is 8.70 eV. Its LUMO energy is 2.072 eV. The total energy comes out at -35342.50303 eV. Its energy relative to the best compared isomer or geometry (same formula, charge and spin) is 113.8 kcal/mol. For the HOMO energy, the calculation gives -6.63 eV.